1.
The following is a DFT calculation (ωB97M-V/def2-TZVPD) of C25H25AsCaCl2N4O2S2 as an isolated structure.

Output
Multiplicity = 1
DFT total energy = -5967.5592 a.u.
LUMO = 4.41 eV
Total charge = -2
Frontier orbital gap = 5.25 eV

Atoms and positions in Å:
Ca  -0.06  0.72  -0.99
Cl  -6.41  2.47  2.24
C  -5.24  1.60  1.27
C  -3.91  1.96  1.35
C  -2.93  1.31  0.60
N  -1.60  1.72  0.59
C  -1.07  2.28  1.67
O  -1.52  2.37  2.83
C  0.32  2.87  1.42
C  1.13  3.15  2.51
C  2.38  3.69  2.28
C  2.77  3.94  0.98
C  1.90  3.62  -0.05
N  0.69  3.10  0.17
C  -3.32  0.25  -0.27
C  -4.67  -0.09  -0.33
C  -5.62  0.58  0.42
Cl  -7.30  0.09  0.28
N  -2.31  -0.33  -1.05
C  -2.53  -1.52  -1.62
O  -3.50  -2.29  -1.53
C  -1.40  -1.99  -2.53
C  -1.66  -3.04  -3.42
C  -0.65  -3.45  -4.26
C  0.59  -2.84  -4.18
C  0.77  -1.82  -3.26
N  -0.21  -1.41  -2.45
H  -3.61  2.75  2.03
H  0.76  2.91  3.50
H  3.05  3.90  3.11
H  3.75  4.34  0.74
H  2.19  3.72  -1.09
H  -4.98  -0.90  -0.97
H  -2.65  -3.48  -3.41
H  -0.82  -4.26  -4.97
H  1.42  -3.13  -4.81
H  1.71  -1.30  -3.14
C  4.47  -1.14  -1.29
C  3.29  -0.18  -1.39
S  2.34  -0.09  0.11
C  3.10  0.49  -2.55
C  4.07  0.26  -3.69
S  1.80  1.64  -2.94
H  4.62  -1.43  -0.26
H  5.40  -0.69  -1.67
H  4.30  -2.05  -1.88
H  5.05  0.70  -3.49
H  3.68  0.71  -4.60
H  4.24  -0.81  -3.89
C  -0.25  -0.69  4.88
As  0.33  -0.61  2.99
C  1.26  -2.34  2.96
C  -1.37  -1.23  2.25
H  -0.72  -1.65  5.10
H  -0.97  0.11  5.05
H  0.61  -0.54  5.53
H  0.64  -3.12  3.41
H  2.20  -2.26  3.49
H  1.48  -2.58  1.92
H  -1.69  -2.15  2.74
H  -1.27  -1.42  1.18
H  -2.11  -0.45  2.40

2.
The following is a DFT calculation (ωB97M-V/def2-TZVPD) of one molecule with the formula CH5N3S in a non-equilibrium geometry.

Output
Multiplicity = 1
DFT total energy = -603.5009 a.u.
LUMO = 0.60 eV
SMILES string = [H]/N=C(\N)NS
Frontier orbital gap = 9.78 eV

Atoms and positions in Å:
C  1.03  -0.07  0.08
H  -0.42  1.58  0.03
H  1.21  1.99  0.43
H  2.94  -0.01  -0.52
H  -0.08  -1.59  -0.15
H  -2.24  -0.19  1.11
N  0.59  1.32  -0.01
N  2.16  -0.64  -0.09
N  -0.10  -0.70  0.29
S  -1.63  -0.07  -0.17

3.
The following is a DFT calculation (ωB97M-V/def2-TZVPD) of a 6-piece molecular cluster, C38H44ClN2OP3 overall in a non-equilibrium geometry.

Output
Multiplicity = 1
DFT total energy = -3143.1106 a.u.
LUMO = -0.21 eV
SMILES string = CP(C)[C@H](C#N)[C@@](C#N)(P(C)C)P(O)Cl.c1ccccc1.c1ccccc1.c1ccccc1.c1ccccc1.c1ccccc1
Frontier orbital gap = 8.01 eV

Atoms and positions in Å:
C  2.13  -1.06  -1.24
P  0.37  -0.81  -0.52
C  0.36  0.18  1.11
C  -0.87  -0.15  -1.81
C  -1.22  1.46  -1.66
N  -1.57  2.72  -1.52
C  -2.24  -1.10  -1.91
C  -2.79  -0.87  -3.47
N  -3.17  -0.83  -4.73
P  -1.88  -2.97  -1.73
C  -1.75  -3.53  0.09
C  -0.34  -3.43  -2.76
P  -3.67  -0.45  -0.78
O  -3.06  0.26  0.69
Cl  -4.90  -2.10  -0.10
H  2.88  -0.19  -1.00
H  2.01  -1.20  -2.40
H  2.54  -2.07  -0.78
H  -0.59  0.84  1.29
H  1.31  0.85  1.30
H  0.36  -0.63  1.99
H  -0.36  -0.27  -2.88
H  -2.08  -2.68  0.87
H  -2.26  -4.56  0.34
H  -0.59  -3.69  0.31
H  -0.50  -4.42  -3.41
H  -0.21  -2.56  -3.57
H  0.67  -3.45  -2.15
H  -3.72  0.04  1.44
C  -2.26  0.93  -8.48
C  -1.72  0.51  -7.27
C  -0.35  0.68  -7.02
C  0.46  1.28  -7.98
C  -0.09  1.70  -9.19
C  -1.45  1.52  -9.45
H  -3.32  0.79  -8.68
H  -2.35  0.05  -6.52
H  0.07  0.35  -6.08
H  1.52  1.41  -7.79
H  0.55  2.17  -9.94
H  -1.87  1.85  -10.39
C  3.44  -1.37  6.36
C  3.66  -0.79  5.11
C  2.92  -1.22  4.01
C  1.96  -2.22  4.16
C  1.74  -2.80  5.41
C  2.48  -2.37  6.51
H  4.02  -1.03  7.22
H  4.40  -0.01  4.99
H  3.09  -0.78  3.03
H  1.38  -2.56  3.30
H  0.99  -3.57  5.53
H  2.32  -2.82  7.49
C  1.34  5.35  3.85
C  1.56  5.92  2.60
C  0.82  5.49  1.49
C  -0.14  4.49  1.64
C  -0.36  3.92  2.90
C  0.38  4.34  4.00
H  1.92  5.68  4.71
H  2.30  6.70  2.48
H  0.99  5.93  0.52
H  -0.72  4.16  0.79
H  -1.11  3.14  3.01
H  0.22  3.89  4.97
C  -3.40  4.64  7.22
C  -3.21  5.02  8.55
C  -2.21  5.93  8.89
C  -1.40  6.48  7.89
C  -1.59  6.10  6.56
C  -2.59  5.18  6.22
H  -4.18  3.93  6.96
H  -3.85  4.60  9.33
H  -2.06  6.22  9.92
H  -0.63  7.19  8.15
H  -0.96  6.53  5.78
H  -2.73  4.89  5.19
C  2.07  -7.43  -6.11
C  1.58  -8.02  -4.95
C  1.61  -7.32  -3.74
C  2.13  -6.02  -3.70
C  2.61  -5.43  -4.87
C  2.59  -6.14  -6.07
H  2.05  -7.98  -7.05
H  1.17  -9.03  -4.98
H  1.23  -7.78  -2.84
H  2.14  -5.47  -2.77
H  3.01  -4.42  -4.84
H  2.98  -5.68  -6.98